No. 1
# C3H7N3S

A single C3H7N3S molecule at a distorted geometry (ωB97M-V with the def2-TZVPD basis set, the Open Molecules 2025 dataset).

Properties
Energy above the lowest of the compared OMol25 structures with the same formula, charge and spin = 438.64 kJ/mol
Calculated total energy = -18525.9243 eV
Orbital gap = 8.4 eV
Structure (SMILES) = CN(N)/C=N\C=S

XYZ file:
```
14
Properties=species:S:1:pos:R:3:forces:R:3:lowdin_charge:R:1
C 2.131019 -1.437992 -0.384169 1.1 1.4 0.1 -0.057
C 0.087886 -1.169986 0.613957 4.7 0.6 -1.3 -0.308
C -1.222613 0.698318 0.699034 -2.1 -1.4 -2.5 -0.562
H 2.057343 -1.256896 -1.511885 -0.1 -1.4 1.2 0.106
H 3.128395 -1.015691 -0.133840 -0.2 -0.9 0.0 0.074
H 1.924845 -2.448025 0.175307 0.9 1.7 -2.0 0.121
H 1.115150 1.320079 -0.865332 0.7 -1.5 3.6 0.137
H 2.257809 1.302335 0.648028 -2.6 -1.7 -1.5 0.148
H 0.114648 -2.189306 0.652164 0.5 -2.7 -0.1 0.105
H -1.644044 1.324774 1.544643 1.0 -0.6 -1.1 0.076
N 1.194413 -0.498364 0.234265 2.0 -1.1 -0.5 -0.269
N 1.316771 0.893080 0.201354 1.0 1.6 -2.0 0.001
N -0.883816 -0.613390 0.977177 -7.8 5.8 3.1 0.004
S -1.645217 0.996963 -0.998225 0.9 0.2 3.0 0.426
```
Forces are in eV/Å.

=====

No. 2
# C3H7N3S2

2 unconnected molecules or ions with the total composition C3H7N3S2 at a distorted geometry (ωB97M-V with the def2-TZVPD basis set, the Open Molecules 2025 dataset).

Properties
Energy above the lowest of the compared OMol25 structures with the same formula, charge and spin = 459.43 kJ/mol
Calculated total energy = -29356.4272 eV
<S²> = 2.013
Orbital gap (alpha / beta) = 3.2 / 3.1 eV
Spin multiplicity = 3

XYZ file:
```
15
Properties=species:S:1:pos:R:3:forces:R:3:lowdin_spin:R:1
C 3.237942 0.220833 0.752246 2.4 0.2 -1.7 0.349
C 2.523819 -0.150625 1.762305 -0.5 -2.5 -1.3 0.267
C -2.541942 -0.644685 -0.924934 -0.9 0.3 1.6 0.017
N -0.272432 0.961155 0.122597 1.1 -0.7 -2.2 0.127
N -0.195945 0.029470 -0.842926 1.6 0.3 -0.2 0.244
N -1.118756 -0.843218 -1.241579 -0.1 2.0 1.6 0.145
S 4.444442 0.578128 -0.189232 -0.2 0.2 -0.6 0.475
S -1.449774 1.594279 1.022902 -1.5 0.8 1.6 0.305
H 2.213843 0.647836 2.282903 -1.8 2.2 2.9 0.029
H 2.254503 -1.193689 1.876305 -0.3 0.0 0.6 0.028
H -3.089564 -0.187157 -1.737243 0.0 0.0 -0.4 0.005
H -2.995228 -1.601286 -0.643438 0.1 0.1 -0.3 0.003
H -2.715394 0.050641 -0.005271 0.8 -1.4 -1.8 0.002
H 0.489536 1.624385 -0.066101 0.0 -0.9 0.2 0.000
H -0.785046 -1.086061 -2.168533 -0.7 -0.5 0.1 0.003
```
Forces are in eV/Å.

=====

No. 3
# C3H7N4O

A gas-phase ion, C3H7N4O (charge +1) at a distorted geometry (ωB97M-V with the def2-TZVPD basis set, the Open Molecules 2025 dataset).

Properties
Energy above the lowest of the compared OMol25 structures with the same formula, charge and spin = 488.67 kJ/mol
Calculated total energy = -11220.9133 eV
Total charge = +1
Orbital gap (alpha / beta) = 7.6 / 7.6 eV

XYZ file:
```
15
Properties=species:S:1:pos:R:3:forces:R:3:lowdin_charge:R:1
C -1.227728 1.218314 0.642622 -0.5 0.5 -0.1 0.021
C 0.871685 -1.522778 0.410217 -2.1 -0.4 0.3 -0.420
C -0.772683 1.962204 -0.806662 1.1 -2.2 -0.9 -0.226
N -0.551670 0.260096 0.953803 0.4 -1.6 0.1 0.054
N 0.418757 -0.294752 0.264530 0.3 1.1 0.3 0.108
N 0.304748 -2.552786 1.124809 -0.1 2.5 0.4 0.221
N 0.283907 1.533247 -1.504655 1.9 0.2 0.1 0.171
O 1.852426 -1.855069 -0.377626 0.8 -0.5 -0.3 0.164
H -2.146064 1.606971 1.111883 0.8 -0.1 -0.3 0.157
H -1.571529 1.532935 -1.350715 -1.8 -0.3 -0.3 0.129
H -0.770880 2.942789 -0.583148 -0.4 3.5 0.9 0.083
H -0.445271 -2.520147 1.836768 0.9 0.8 -1.0 0.149
H 0.470834 -3.451035 0.794732 0.8 -1.7 -0.6 0.097
H 2.212093 -1.135072 -0.948718 -0.7 -0.4 0.7 0.169
H 1.071377 2.275084 -1.567838 -1.3 -1.4 0.7 0.124
```
Forces are in eV/Å.

=====

No. 4
# C3H7N5

A single C3H7N5 molecule at a distorted geometry (ωB97M-V with the def2-TZVPD basis set, the Open Molecules 2025 dataset).

Properties
Energy above the lowest of the compared OMol25 structures with the same formula, charge and spin = 255.74 kJ/mol
Calculated total energy = -10672.3501 eV
Orbital gap = 9.3 eV
Structure (SMILES) = CN(N)c1cn[nH]n1

XYZ file:
```
15
Properties=species:S:1:pos:R:3:forces:R:3:lowdin_charge:R:1
C -0.349594 0.371073 -2.244799 1.2 -0.6 -0.5 -0.090
C -0.234683 -0.349483 -1.026036 -1.2 -0.6 -2.2 -0.369
C 0.257791 -0.537476 1.348467 1.2 1.2 1.5 -0.081
N -0.289883 -0.500492 -3.282832 -0.6 0.8 2.2 0.052
N -0.268219 -1.653272 -1.319622 0.3 0.5 0.5 0.100
N -0.266435 -1.648751 -2.637252 -0.4 -2.8 -3.1 -0.150
N 0.201915 1.548808 0.108448 1.6 -1.1 -0.5 0.029
N -0.300496 0.220058 0.209712 0.8 0.0 1.7 -0.231
H -0.286208 1.435007 -2.326270 -0.2 0.2 -0.4 0.081
H -0.205189 -0.150866 2.355636 0.2 -1.4 -2.0 0.107
H 0.273289 -1.608061 1.097134 -0.7 0.3 0.7 0.066
H 1.366959 -0.291005 1.585418 -1.3 -0.1 -1.0 0.087
H -0.416928 -2.528996 -3.252031 0.6 2.0 2.0 0.196
H -0.185628 2.015869 0.905056 0.6 0.6 0.5 0.074
H 1.281589 1.444014 0.057457 -2.2 0.9 0.7 0.131
```
Forces are in eV/Å.